{"formula": "C74H112F21N8O16", "method": "ωB97M-V/def2-TZVPD", "multiplicity": 1, "e_above_lowest_kj_mol": 3.8, "charge": 1, "orbital_gap_ev": 4.3, "elements": ["H", "F", "C", "H", "H", "C", "H", "H", "N", "C", "C", "H", "N", "C", "F", "C", "F", "H", "C", "C", "C", "C", "H", "H", "H", "H", "C", "C", "H", "C", "H", "O", "H", "H", "C", "C", "H", "H", "O", "H", "N", "H", "H", "H", "F", "H", "F", "H", "H", "C", "H", "H", "O", "H", "C", "C", "H", "H", "O", "H", "C", "H", "C", "C", "C", "H", "C", "C", "C", "C", "C", "C", "C", "H", "H", "H", "C", "C", "H", "H", "F", "O", "H", "H", "H", "N", "H", "C", "H", "N", "N", "H", "H", "F", "H", "H", "C", "C", "F", "F", "C", "C", "C", "C", "H", "C", "H", "C", "O", "C", "H", "H", "C", "C", "H", "H", "H", "C", "C", "C", "H", "C", "C", "C", "H", "F", "N", "O", "F", "H", "H", "H", "H", "O", "H", "H", "H", "H", "H", "C", "F", "C", "O", "F", "O", "H", "C", "H", "H", "H", "O", "F", "C", "O", "C", "C", "C", "C", "H", "H", "C", "H", "H", "H", "H", "F", "H", "H", "F", "H", "C", "H", "H", "C", "O", "H", "H", "C", "H", "H", "C", "O", "H", "H", "H", "H", "H", "H", "F", "H", "H", "C", "N", "C", "H", "H", "H", "O", "C", "H", "H", "H", "F", "H", "F", "F", "C", "C", "C", "C", "F", "C", "H", "H", "O", "H", "H", "H", "H", "H", "C", "H", "H", "H", "H", "C", "H", "C", "H", "C", "H"], "positions_angstrom": [[0.95, 1.63, 5.58], [2.23, -1.70, -3.02], [-0.75, 5.78, 1.69], [0.56, 8.49, 1.88], [-3.85, 7.21, 3.02], [6.06, -1.19, -0.72], [0.19, -1.87, 1.44], [5.34, -3.71, 2.13], [2.18, -4.65, 2.79], [3.53, -4.47, 2.95], [3.13, 0.39, -3.50], [2.54, 5.29, 3.39], [2.87, 2.79, 0.52], [-1.86, 0.23, -3.64], [4.03, -1.67, 5.56], [-0.28, 8.11, 2.44], [-3.65, 3.33, 2.16], [0.55, -4.61, 1.44], [1.33, -5.11, 3.88], [-1.61, -3.29, -2.99], [0.38, -7.50, -0.32], [-5.59, 4.69, 1.79], [2.19, 1.13, 1.79], [6.24, -0.55, -3.99], [0.58, -7.14, -1.32], [-0.17, 0.05, 4.60], [-2.59, -2.73, -2.24], [-1.69, 7.57, 0.55], [3.14, 1.85, -6.89], [6.88, 1.31, 1.66], [-0.34, -8.33, -0.37], [-2.28, -0.26, -2.52], [-1.07, 8.83, 2.66], [4.00, 3.42, 2.39], [-4.12, 4.78, -1.46], [4.98, -2.23, -2.52], [2.96, 0.53, 5.83], [0.82, -6.68, -8.53], [-4.52, 5.68, 2.03], [-6.41, 1.64, -0.69], [-0.94, 7.08, 1.54], [-1.25, 3.87, 1.12], [3.91, 5.44, 0.86], [1.87, -4.24, -6.85], [5.94, -0.64, 5.15], [-5.23, 6.57, 3.81], [-1.46, 4.65, 4.26], [2.25, 3.53, 2.49], [5.36, -1.72, 1.21], [-1.32, 4.89, 0.81], [-1.78, -1.22, 3.62], [0.46, 5.26, 6.03], [-0.57, -5.22, -1.65], [-0.57, 1.81, -5.27], [-1.13, -5.62, -0.52], [-1.96, -4.06, -4.08], [3.93, 1.98, 6.04], [1.51, -8.43, 1.35], [-0.27, -6.32, 0.43], [2.27, -6.96, 0.62], [-2.91, -0.59, 1.27], [3.42, 3.91, -1.18], [4.89, -1.35, 4.60], [1.70, -7.87, 0.42], [-2.23, 6.71, -0.34], [1.75, -1.29, 3.45], [3.07, 5.19, 1.51], [4.27, -0.61, 3.35], [0.12, -0.30, 3.65], [-5.62, 7.82, 2.04], [4.48, -2.92, -0.29], [1.53, -6.51, -7.71], [-4.24, -3.42, 3.71], [-6.20, 8.50, 2.66], [4.13, 0.01, -3.00], [-6.09, 4.25, -2.07], [-2.90, 0.21, -4.81], [-4.89, -2.18, -1.94], [-0.09, -7.78, -6.17], [1.53, 2.41, -1.02], [-3.13, -6.98, 0.10], [5.35, -0.19, 2.54], [-4.55, -3.68, 0.40], [1.61, 1.72, -6.17], [-6.79, 2.13, -2.37], [5.89, -1.34, -2.06], [-0.16, 5.46, 2.62], [4.28, -3.98, 1.93], [2.66, 0.73, 0.08], [-4.84, 2.55, -1.80], [-3.86, -3.03, -2.55], [-4.30, -2.24, 3.98], [-0.97, 0.27, -0.18], [-5.25, 3.17, 3.61], [2.03, -7.41, -7.46], [3.90, 1.18, 1.36], [-4.80, -3.52, 1.45], [3.11, 3.69, 1.80], [-1.44, 3.72, 6.13], [-2.90, -5.30, 4.69], [3.67, -3.62, 0.73], [-0.12, -6.72, -5.95], [5.95, 1.07, 2.82], [-3.30, -4.31, -4.37], [2.21, -8.46, -0.30], [-2.50, 2.95, -1.24], [0.79, 0.47, 3.22], [2.29, -3.77, 0.58], [1.58, 3.62, 5.92], [-3.59, 2.09, -1.43], [0.40, -5.59, 3.49], [-5.30, -4.48, 1.61], [1.39, 3.02, -0.13], [2.51, 2.37, -6.18], [2.19, 3.32, -6.57], [1.82, -3.45, -0.34], [-1.70, 8.63, 0.55], [-5.11, 3.87, -1.89], [1.79, 2.27, 5.39], [0.64, 4.50, 5.27], [-6.85, -2.86, 1.23], [6.74, -0.63, -3.04], [-0.88, -1.94, 1.30], [-1.36, -0.41, 3.04], [-4.49, -1.27, -1.47], [1.38, -0.84, -4.80], [0.86, -5.98, -6.55], [-1.45, 1.59, -3.50], [3.34, -1.56, -4.86], [0.47, 3.97, -4.92], [7.70, 0.56, 1.61], [7.41, 2.26, 1.84], [-2.37, -2.18, -1.36], [-5.28, -4.15, 3.75], [1.90, -5.82, 4.46], [3.97, -4.78, 3.85], [-1.74, 0.55, 3.32], [0.27, 3.84, -3.19], [3.91, 2.20, -1.29], [-2.06, 5.30, -0.30], [-3.10, -1.14, -5.18], [-0.93, -6.06, -5.04], [2.41, 1.18, -2.71], [-3.26, -5.71, -1.62], [1.07, 5.00, 4.04], [-1.56, -4.84, 0.11], [5.34, -1.93, 0.14], [2.23, -5.77, -8.14], [4.97, -2.33, -3.59], [2.72, 1.53, 7.23], [3.24, 5.68, 2.76], [-4.09, 0.73, -4.45], [1.59, -4.31, 1.61], [-3.64, -3.26, 2.27], [-4.28, -3.80, -3.58], [3.83, 3.08, -0.63], [0.35, -4.06, -5.31], [-4.97, 3.39, 2.28], [2.69, 2.71, -4.08], [-0.98, -0.25, -4.19], [2.50, -0.90, -4.07], [2.04, 2.36, 4.34], [-1.73, -6.65, -4.57], [0.55, -3.05, -5.06], [-5.35, -3.92, -3.80], [-5.61, 2.36, 1.64], [-5.47, -1.71, -2.75], [-1.48, -2.65, 1.83], [-0.67, 2.63, 4.33], [-3.40, 1.02, -1.51], [-2.84, 4.35, -1.14], [0.31, 0.41, 1.07], [6.42, 1.45, 0.69], [2.89, 1.56, 6.16], [3.75, 1.02, -4.73], [-6.46, 4.75, 2.52], [6.87, 0.36, -2.53], [-2.41, -6.53, -0.89], [0.18, 7.62, 3.31], [-1.12, 4.08, -4.29], [-0.76, 3.87, 5.00], [3.35, -1.30, 2.71], [-3.29, -1.60, 1.44], [1.34, 4.07, -0.40], [6.76, -0.40, -0.52], [-5.79, 0.67, -2.00], [2.14, 5.61, 1.06], [-1.48, 2.64, -0.98], [-2.88, -3.34, 5.71], [1.03, -4.28, 4.50], [-5.65, -1.59, 0.94], [3.32, 2.40, -4.92], [-1.49, -0.61, 1.64], [1.12, -4.73, -6.21], [3.83, 0.39, 3.75], [-4.96, 8.31, 1.32], [-1.28, 1.35, 1.13], [0.81, -1.49, 3.76], [-4.83, 6.78, 2.80], [-6.31, 7.34, 1.33], [0.63, 1.55, -3.92], [-0.58, -3.08, -2.71], [-2.39, 0.90, -5.86], [6.38, 1.04, 3.81], [5.56, -2.55, 4.24], [-1.83, -3.66, 3.87], [4.19, -2.98, -1.67], [-3.00, -3.97, 4.49], [-0.77, 0.42, 0.87], [-6.03, 1.69, -1.72], [-2.22, -7.62, -1.77], [-0.31, 2.00, -4.24], [-4.51, 5.76, -1.33], [5.13, 1.77, 2.90], [-5.88, 4.69, 0.51], [-5.44, -2.81, -1.24], [4.82, 3.34, -0.21], [-2.85, 7.15, -1.11], [7.76, -1.02, -3.23], [4.22, 2.95, -5.05], [-0.18, 3.54, -4.11], [-1.07, -2.09, 0.23], [3.41, -3.63, -2.02], [-3.42, 0.15, 1.89], [0.60, 2.73, 0.55], [-0.83, -4.68, -4.85], [-3.57, -4.97, -5.20], [-5.89, -2.46, 1.57], [-2.97, -0.34, 0.23], [2.90, 1.33, 1.00], [-5.98, -2.11, 2.58]], "lowdin_charge": [0.087, 0.109, -0.007, 0.102, 0.099, 0.021, 0.096, 0.146, -0.024, 0.018, -0.426, 0.060, -0.254, -0.493, 0.164, 0.068, 0.130, 0.128, 0.039, 0.008, -0.178, -0.473, 0.074, 0.094, 0.090, 0.094, -0.025, -0.020, 0.072, -0.062, 0.115, -0.158, 0.106, 0.131, 0.029, -0.022, 0.043, 0.117, -0.117, 0.111, -0.066, 0.095, 0.117, 0.156, 0.091, 0.129, 0.185, 0.115, 0.110, 0.022, 0.141, 0.152, -0.179, 0.098, -0.481, -0.129, 0.093, 0.083, -0.150, 0.054, 0.028, 0.097, -0.449, -0.061, 0.037, 0.052, -0.311, -0.501, -0.227, -0.071, -0.090, 0.009, -0.481, 0.073, 0.134, 0.140, -0.467, 0.014, 0.150, 0.065, 0.172, -0.163, 0.076, 0.077, 0.109, -0.090, 0.124, 0.013, 0.117, -0.045, -0.045, 0.164, 0.094, 0.102, 0.098, 0.060, -0.301, -0.080, 0.160, 0.126, -0.118, 0.044, -0.235, 0.012, 0.052, 0.050, 0.103, 0.048, -0.069, 0.012, 0.121, 0.115, 0.060, -0.086, 0.067, 0.128, 0.136, 0.019, -0.235, -0.372, 0.085, 0.034, 0.041, -0.091, 0.079, 0.139, -0.113, -0.115, 0.120, 0.074, 0.096, 0.091, 0.105, -0.096, 0.100, 0.140, 0.122, 0.045, 0.085, -0.085, 0.070, 0.053, -0.197, 0.070, -0.237, 0.132, 0.046, 0.111, 0.135, 0.084, -0.082, 0.135, -0.001, -0.213, -0.008, 0.009, 0.079, -0.532, 0.091, 0.150, -0.583, 0.086, 0.152, 0.103, 0.162, 0.092, 0.109, 0.082, 0.062, 0.090, -0.103, 0.088, 0.047, -0.066, -0.142, 0.173, 0.114, -0.463, 0.103, 0.078, -0.570, -0.138, 0.073, 0.084, 0.120, 0.070, 0.112, 0.112, 0.090, 0.102, 0.049, -0.242, -0.350, -0.012, 0.150, 0.062, 0.110, -0.079, -0.326, 0.079, 0.083, 0.134, 0.122, 0.117, 0.058, 0.068, 0.061, -0.502, 0.010, 0.032, 0.052, -0.257, 0.113, 0.086, -0.148, 0.091, 0.105, 0.126, 0.116, 0.104, -0.051, 0.099, 0.126, 0.126, 0.065, -0.073, 0.136, -0.078, 0.077, 0.012, 0.065]}